Record 1
7 unconnected molecules or ions with the total composition C25H51NO20. Source: OMol25; level of theory: the ωB97M-V functional and the def2-TZVPD basis.

Results
- Orbital gap: 11.1 eV
- LUMO: 0.5 eV
- Spin multiplicity: 1

Element x y z (Å)
C: -1.04310 -0.17079 -0.62710
N: -0.64582 -1.32826 -1.56386
O: -0.62624 -2.42344 -1.05705
O: -0.42213 -1.05151 -2.71290
H: -0.28009 -0.17625 0.18888
H: -1.99309 -0.48277 -0.23803
H: -1.04658 0.71828 -1.24171
C: -5.45978 2.10925 -2.79407
C: -5.37104 2.68533 -1.36786
O: -4.60752 3.89750 -1.20063
C: -3.30400 3.84433 -1.18370
O: -2.60852 2.88492 -1.42099
O: -2.81116 5.07266 -0.85311
C: -1.40813 5.25182 -0.96900
H: -4.49628 1.80157 -3.16394
H: -5.85286 2.86307 -3.53856
H: -6.17086 1.26203 -2.79914
H: -5.13113 1.94611 -0.58021
H: -6.42325 3.05028 -1.25752
H: -0.78956 4.39479 -0.65948
H: -1.15905 6.13536 -0.38889
H: -1.23103 5.50761 -2.04519
C: 2.79399 -2.26113 -0.37895
C: 3.36249 -0.99033 -0.96700
O: 2.48749 0.04349 -0.54795
C: 2.87393 1.06599 0.21591
O: 3.91227 1.07977 0.77611
O: 1.81532 1.90801 0.34519
C: 2.00745 3.06198 1.17565
H: 3.26384 -3.14027 -0.85004
H: 1.74984 -2.25241 -0.52957
H: 2.83577 -2.22389 0.71069
H: 3.49340 -0.99050 -2.03765
H: 4.34016 -0.73029 -0.54746
H: 1.15046 3.72099 0.97488
H: 2.94445 3.52030 0.90703
H: 2.13815 2.79321 2.22158
C: 1.57630 2.22302 -4.68519
C: 1.85734 1.08475 -5.72620
O: 3.27280 1.02930 -5.99802
C: 3.63968 0.52758 -7.19081
O: 2.90000 0.19141 -8.06823
O: 4.95585 0.53398 -7.20973
C: 5.51453 -0.04919 -8.38483
H: 2.08345 1.85798 -3.81396
H: 0.50315 2.40798 -4.56923
H: 2.08300 3.10564 -5.07946
H: 1.36345 1.34998 -6.67064
H: 1.59512 0.07390 -5.38511
H: 5.41495 0.64813 -9.22859
H: 5.00477 -0.96241 -8.70354
H: 6.55264 -0.16990 -8.08647
C: -1.50317 -6.24213 0.58688
C: -0.25730 -5.86810 1.31823
O: -0.41116 -5.94623 2.71766
C: 0.66473 -5.49829 3.37927
O: 1.67402 -5.27553 2.87156
O: 0.26903 -5.37223 4.66562
C: 1.31313 -5.12676 5.65468
H: -2.27209 -5.51852 0.77363
H: -1.80750 -7.31272 0.84293
H: -1.26815 -6.31986 -0.45788
H: -0.07366 -4.83551 1.04349
H: 0.57450 -6.54889 1.18842
H: 2.17767 -4.73742 5.07162
H: 1.48473 -6.03501 6.25279
H: 0.87804 -4.34107 6.27835
C: -0.23807 -0.45577 2.71385
C: 0.57738 -1.66554 2.35497
O: 1.90555 -1.57703 2.85777
C: 2.02382 -2.02128 4.11605
O: 1.11381 -2.24714 4.84921
O: 3.31165 -2.21240 4.46360
C: 4.23988 -2.22673 3.35750
H: -1.29910 -0.62065 2.58899
H: 0.09536 0.44833 2.22476
H: -0.07629 -0.36699 3.78173
H: 0.68784 -1.98592 1.30745
H: 0.17517 -2.52525 2.93283
H: 4.06825 -1.35750 2.73697
H: 3.95050 -2.99699 2.63986
H: 5.22540 -2.30564 3.84412
C: -1.21881 3.00146 3.31662
C: -1.88783 2.72487 1.95305
O: -3.15862 2.04115 2.13343
C: -4.24496 2.82292 2.38987
O: -4.20749 4.00250 2.30996
O: -5.30047 2.06825 2.74277
C: -6.56825 2.70444 2.85425
H: -0.18515 3.30092 3.07409
H: -1.16123 2.09770 3.96252
H: -1.75313 3.79154 3.85068
H: -1.26868 2.00431 1.42810
H: -2.16440 3.60354 1.35041
H: -7.33794 1.96938 2.91694
H: -6.78680 3.27192 1.91203
H: -6.56504 3.44092 3.65403


Record 2
A single C6H9INPS molecule. Source: OMol25; level of theory: the ωB97M-V functional and the def2-TZVPD basis.

Results
- Orbital gap (spin up / spin down): 6.0 / 6.0 eV
- Energy above the lowest of the compared OMol25 structures with the same formula, charge and spin: 146.2 kJ/mol
- LUMO (spin up / spin down): -1.6 / -1.6 eV
- Spin multiplicity: 1

Element x y z (Å)
C: 0.69542 2.58231 0.44682
C: 0.14542 1.56660 -0.71957
C: -0.02097 0.20902 -0.29320
C: -1.25619 -0.70878 -0.19496
P: -2.74712 -0.16130 -0.75172
S: -4.07705 -1.58184 -0.61003
C: -0.65921 -2.07960 0.17070
C: 0.76549 -1.90281 0.46564
N: 1.02211 -0.48268 0.17166
I: 3.10490 -0.05168 -0.05036
H: 0.78120 3.58600 -0.03355
H: 1.65438 2.24086 0.87382
H: 0.07738 2.70577 1.37559
H: 0.90813 1.66335 -1.50036
H: -0.88392 1.86107 -1.13221
H: -1.32157 -2.52556 1.04738
H: -0.69983 -2.53792 -0.74601
H: 1.02809 -1.89722 1.52494
H: 1.48334 -2.48559 -0.04458


Record 3
A gas-phase ion, FH3O3P (charge +1). Source: OMol25; level of theory: the ωB97M-V functional and the def2-TZVPD basis.

Results
- Charge: +1
- Orbital gap: 14.4 eV
- Energy above the lowest of the compared OMol25 structures with the same formula, charge and spin: 94.4 kJ/mol
- LUMO: -4.5 eV
- Spin multiplicity: 1

Element x y z (Å)
O: 0.01752 -0.32330 -1.40125
O: -0.56708 -1.10732 0.94629
O: -0.63073 1.43724 0.30195
F: 1.64168 -0.03381 0.35151
P: 0.06096 -0.05233 0.04829
H: 0.67004 -0.84408 -1.69444
H: -0.31192 -1.03166 1.92363
H: -0.88047 1.95527 -0.47598